Version w
Computed, not measured: the molecule C5H7BrN2, with ωB97M-V with the def2-TZVPD basis set.

Each line ends with the Mulliken charge.
Cartesian coordinates (Å):
C 0.33483 -0.89967 1.48527  -0.194
C 0.27103 1.51351 0.70048  -0.199
C -0.25706 -1.44582 0.39777  -0.152
C 0.23560 0.47396 1.91094  -0.451
C -0.43448 -0.03744 -2.45046  -0.681
N 0.01226 1.18679 -0.49056  -0.171
N -0.66096 0.34342 -1.04501  -0.211
Br -0.02545 -3.08551 -0.46211  -0.125
H 0.95647 -1.45299 2.18151  0.358
H 0.87787 2.36125 0.92430  0.343
H -0.77648 0.65937 2.29430  0.237
H 0.91832 0.88962 2.70739  0.357
H -0.48395 -1.10664 -2.48945  0.197
H -1.41466 0.20520 -2.98077  0.244
H 0.44666 0.39493 -2.68360  0.447

The value obtained for the HOMO energy (spin up / spin down) is -7.74 / -8.05 eV.

---

Version x
Computed, not measured: the molecule C5H7BrN2, with ωB97M-V with the def2-TZVPD basis set.

Each line ends with the Mulliken charge.
Cartesian coordinates (Å):
C 0.82430 -1.23204 -1.57907  -0.508
C 0.89874 -0.04362 -1.00400  0.039
C -0.20198 -0.06455 0.08510  1.389
C -1.25309 1.04993 -0.01857  -1.583
C 0.41921 -0.02127 1.55174  -1.269
N -0.22430 -1.96236 -0.93853  -0.374
N -0.76637 -1.29893 -0.06050  -0.312
Br 1.87235 1.50398 -1.40662  -0.091
H 1.43095 -1.61874 -2.38904  0.485
H -1.72798 0.99927 0.99252  0.346
H -2.02932 0.92476 -0.62908  0.458
H -0.76139 1.94053 -0.15831  0.389
H -0.43948 0.11092 2.29446  0.325
H 0.99083 0.81479 1.61512  0.394
H 0.96753 -1.10270 1.64478  0.310

The value obtained for the HOMO energy is -9.47 eV. The structure (SMILES) is CC1(C)N=NC=C1Br.

---

Most favorable first, least favorable last: version x, version w

---

Version w
Computed, not measured: a cluster of 2 separate species, C3H2Cl4S in total, with ωB97M-V with the def2-TZVPD basis set.

Each line ends with the Mulliken charge.
Cartesian coordinates (Å):
C 1.67207 -0.50508 0.44006  -0.376
C -1.79357 1.78162 -0.89511  0.235
C -2.73018 1.13088 -0.30726  0.329
S 2.49770 0.62911 -0.47340  -0.148
Cl -0.68716 2.89087 -0.23712  -0.094
Cl -1.35526 1.15645 -2.47062  -0.173
Cl -3.64672 -0.15820 -0.92565  -0.121
Cl -3.01827 1.53309 1.27047  -0.177
H 1.43406 -0.39795 1.41664  0.291
H 1.24035 -1.45588 0.02638  0.235

The value obtained for the HOMO energy is -9.04 eV. The structure (SMILES) is ClC(Cl)=C(Cl)Cl.C=S.

---

Version x
Computed, not measured: a cluster of 2 separate species, C3H2Cl4S in total, with ωB97M-V with the def2-TZVPD basis set.

Each line ends with the Mulliken charge.
Cartesian coordinates (Å):
C 1.35954 0.50013 -0.75043  -0.132
C -1.03504 -0.98354 0.11693  0.366
C -0.90282 0.12614 0.85667  0.004
S 1.29068 2.05274 -1.07523  -0.195
Cl -1.81268 -0.77321 -1.37669  -0.115
Cl 0.00569 -2.38154 0.21549  -0.088
Cl 0.09724 0.06994 2.29606  -0.129
Cl -1.78036 1.53459 0.77380  -0.089
H 1.38642 -0.39351 -1.40844  0.242
H 1.39133 0.24826 0.35184  0.135

The value obtained for the HOMO energy is -8.75 eV. The structure (SMILES) is ClC(Cl)=C(Cl)Cl.C=S.

---

Most favorable first, least favorable last: version x, version w

---

Version w
Computed, not measured: the molecule C24H31N3O4S, with ωB97M-V with the def2-TZVPD basis set.

Each line ends with the Mulliken charge.
Cartesian coordinates (Å):
C 1.55193 1.92511 -3.39046  -0.917
C 2.76177 1.58501 -2.52761  -0.506
H 3.17327 0.60771 -2.80345  0.316
H 3.54381 2.33825 -2.66410  0.398
O 2.48533 1.63390 -1.13865  -0.544
C 1.71212 0.65284 -0.57197  0.918
C 1.30459 -0.50807 -1.20514  -0.103
C 0.51007 -1.43116 -0.54059  -1.307
C 0.14877 -1.21820 0.79983  0.890
C 0.57784 -0.07087 1.44282  -0.370
C 1.34456 0.86930 0.76697  -0.932
N 1.78483 2.05260 1.36048  -0.170
C 1.48943 2.56523 2.58562  0.657
O 0.80089 2.01040 3.42035  -0.690
C 2.14855 3.88456 2.84023  0.403
C 2.84306 4.01282 4.03938  -0.718
C 3.49450 5.18818 4.35805  -0.608
C 3.43725 6.25688 3.47954  -0.538
C 2.71885 6.14521 2.30336  -0.680
C 2.06373 4.96772 1.96111  0.925
C 1.26860 4.91790 0.68807  -1.736
H 1.89669 4.61563 -0.15141  0.312
H 0.43820 4.22035 0.76417  0.317
H 0.87232 5.90556 0.46047  0.492
H 2.65718 6.99161 1.63385  0.405
H 3.94006 7.18282 3.71674  0.391
H 4.03823 5.27294 5.28674  0.402
H 2.86389 3.17044 4.71459  0.454
H 2.38561 2.59346 0.75362  0.247
H 0.32613 0.13471 2.46826  0.829
O -0.60677 -2.21653 1.36987  -0.504
C -1.14481 -2.02233 2.66505  -0.539
C -2.32626 -1.05878 2.67468  -0.983
H -2.75334 -1.01934 3.67253  0.393
H -2.01100 -0.05890 2.38958  0.333
H -3.08845 -1.39535 1.97530  0.230
H -0.36596 -1.68866 3.35920  0.372
H -1.47299 -3.02159 2.96754  0.413
N 0.06046 -2.61935 -1.12360  -0.005
C -0.26910 -2.88372 -2.40750  0.159
N -0.75944 -4.11794 -2.68612  -0.105
H -1.05023 -4.22193 -3.64933  0.293
C -1.33489 -5.09157 -1.79257  -1.240
H -0.87893 -5.04284 -0.80216  0.344
H -1.13149 -6.08007 -2.21375  0.409
C -2.86599 -4.93429 -1.66718  0.342
C -3.31507 -3.59651 -1.05885  -0.128
H -3.50472 -3.67938 0.00882  0.371
C -4.56304 -3.26258 -1.87332  -0.752
H -4.77465 -2.19719 -1.91282  0.373
C -4.17633 -3.83329 -3.23478  -0.389
H -5.02897 -4.09859 -3.86142  0.349
H -3.53707 -3.12507 -3.78108  0.212
O -3.45942 -5.02429 -2.95623  -0.486
H -5.43190 -3.78978 -1.47765  0.308
H -2.55965 -2.82839 -1.22356  -0.061
H -3.24018 -5.77929 -1.07028  0.332
S -0.08106 -1.83301 -3.67671  -0.447
H -0.26398 -3.27235 -0.42096  0.270
H 1.57975 -0.71475 -2.22327  0.667
H 1.85872 1.98987 -4.43039  0.373
H 1.13303 2.88123 -3.08495  0.276
H 0.78166 1.16371 -3.30492  0.278

The value obtained for the HOMO energy is -7.48 eV. The structure (SMILES) is CCOc1cc(NC(=S)NC[C@H]2CCCO2)c(OCC)cc1NC(=O)c1ccccc1C.

---

Version x
Computed, not measured: the molecule C24H31N3O4S, with ωB97M-V with the def2-TZVPD basis set.

Each line ends with the Mulliken charge.
Cartesian coordinates (Å):
C -7.65672 0.49522 1.31303  -1.550
C -6.16601 0.71703 1.46051  1.010
O -5.70396 1.18988 2.47509  -0.613
N -5.37961 0.34709 0.39619  0.158
C -3.98278 0.52685 0.42247  0.142
C -3.26267 0.30663 1.59781  -1.010
C -1.89021 0.46039 1.62178  -0.511
C -1.23376 0.82729 0.46482  0.005
C -1.92652 1.03774 -0.70779  -0.945
C -3.30620 0.89474 -0.75056  0.822
C -4.01425 1.11437 -2.06071  -1.004
C -5.52899 1.11309 -1.89581  -0.746
C -5.90029 0.00422 -0.91422  -0.853
H -5.44171 -0.93867 -1.23285  0.246
H -6.97655 -0.13424 -0.87342  0.490
H -5.86631 2.06926 -1.49132  0.303
H -6.01961 0.95465 -2.85629  0.410
H -3.72121 0.31322 -2.74668  0.356
H -3.67585 2.05399 -2.50072  0.421
H -1.37597 1.32709 -1.58950  0.436
S 0.53811 0.92925 0.41972  1.566
O 1.04543 0.86622 1.77048  -0.882
O 0.96504 2.01101 -0.41593  -0.785
N 0.90231 -0.46668 -0.40292  -0.024
H 1.60255 -0.34303 -1.11607  0.352
C 0.98395 -1.71766 0.33002  -0.349
C 2.46078 -2.03920 0.63800  0.314
O 3.05077 -2.99305 0.17092  -0.681
N 3.01627 -1.13891 1.46413  -0.028
H 2.45451 -0.36191 1.79737  0.364
C 4.43432 -1.10473 1.72931  -1.286
C 5.15804 0.01388 1.01492  0.629
C 4.49363 1.09362 0.45237  -0.121
C 5.20160 2.09886 -0.18613  -0.806
C 6.58452 2.05668 -0.27476  1.001
C 7.24763 0.97429 0.29458  -0.608
C 6.54563 -0.03197 0.92709  -0.904
H 7.07663 -0.86795 1.35993  0.404
H 8.32571 0.92131 0.23657  0.400
C 7.35821 3.14360 -0.95787  -1.446
H 7.98693 2.72775 -1.74413  0.336
H 6.68943 3.87885 -1.39768  0.337
H 8.00904 3.64936 -0.24510  0.321
H 4.65826 2.92689 -0.61791  0.342
H 3.41769 1.17333 0.50484  0.460
H 4.84104 -2.06837 1.40684  0.468
H 4.59085 -1.00473 2.81021  0.361
H 0.46986 -1.54059 1.28130  0.653
C 0.27326 -2.85996 -0.41754  0.366
C -1.23944 -2.65856 -0.37595  -1.391
H -1.50485 -1.72553 -0.86833  0.105
H -1.60134 -2.61882 0.64938  0.382
H -1.73993 -3.47801 -0.88662  0.527
C 0.75784 -2.97728 -1.86039  -1.612
H 0.28875 -3.83351 -2.33939  0.457
H 0.50101 -2.08233 -2.42214  0.314
H 1.83408 -3.11944 -1.87943  0.384
H 0.53130 -3.78372 0.10953  0.388
H -1.32299 0.30297 2.52470  0.567
H -3.78468 0.01996 2.49431  0.464
H -8.07634 1.14129 0.54502  0.377
H -8.11567 0.74998 2.26491  0.351
H -7.88055 -0.54306 1.08003  0.366

The value obtained for the HOMO energy is -8.67 eV. The structure (SMILES) is CC(=O)N1CCCc2cc(S(=O)(=O)N[C@H](C(=O)NCc3ccc(C)cc3)C(C)C)ccc21.

---

Most favorable first, least favorable last: version x, version w

---

Version w
Computed, not measured: a cluster of 2 separate species, H4OS2 in total, with ωB97M-V with the def2-TZVPD basis set.

Each line ends with the Mulliken charge.
Cartesian coordinates (Å):
S -0.00003 -1.31988 -3.07496  -0.194
S -0.66781 -3.07812 -2.29945  -0.150
H -1.17692 -0.71883 -3.47719  0.168
H 0.15624 -3.66652 -3.17647  0.176
H -0.11283 2.98844 3.65164  0.318
H 1.15788 2.48137 4.23010  0.323
O 0.64348 3.31354 4.14633  -0.641

The value obtained for the HOMO energy is -9.06 eV. The structure (SMILES) is SS.O.

---

Version x
Computed, not measured: a cluster of 2 separate species, H4OS2 in total, with ωB97M-V with the def2-TZVPD basis set.

Each line ends with the Mulliken charge.
Cartesian coordinates (Å):
O -0.94023 -1.20115 -0.17238  -0.627
H -0.99487 -0.29341 0.20351  0.328
H -1.82756 -1.36008 -0.56688  0.318
S 1.61122 0.65697 -0.77533  -0.148
S 0.35474 1.57678 0.57136  -0.314
H 0.89308 -0.47027 -0.96539  0.228
H 0.90362 1.09115 1.70511  0.215

The value obtained for the HOMO energy is -9.71 eV. The structure (SMILES) is SS.O.

---

Most favorable first, least favorable last: version x, version w

---

Version w
Computed, not measured: a cluster of 2 separate species, C7H15F2N2O in total, with ωB97M-V with the def2-TZVPD basis set.

Each line ends with the Mulliken charge.
Cartesian coordinates (Å):
C 3.60915 0.06366 0.06573  -0.551
C 3.16020 0.29740 1.41443  -0.481
C 2.17263 0.35636 0.31663  0.399
C -3.38711 0.10528 -0.04428  -1.087
C -1.42516 -1.02997 1.14954  -1.118
C 1.65936 1.69621 -0.26654  -0.606
C -0.65272 2.35725 -0.20766  0.910
N -1.42669 -0.60973 -1.07721  -0.775
N -1.95263 -0.13855 0.11002  0.399
O 0.43098 2.11381 0.38923  -0.102
F -1.69190 2.64645 0.51308  -0.097
F -0.85956 2.19005 -1.50357  -0.118
H 4.09167 0.82388 -0.62396  0.221
H 3.90185 -1.01262 -0.16736  0.259
H 3.20378 -0.70298 1.97736  0.229
H 3.29875 1.15355 2.18936  0.230
H 1.30889 -0.51724 0.28149  -0.037
H -3.70078 0.80898 -0.91867  0.293
H -4.03177 -0.76942 -0.31233  0.366
H -3.75320 0.58808 0.77546  0.415
H -0.54843 -1.35369 0.62071  0.459
H -1.31469 -0.59213 2.11113  0.250
H -2.15426 -1.85162 1.13682  0.358
H 1.43755 1.66419 -1.35567  0.344
H 2.37420 2.62027 -0.03242  0.333
H -1.90179 -0.13743 -1.85351  0.264
H -1.55094 -1.67325 -1.38768  0.243

The value obtained for the HOMO energy is -11.85 eV. As for the charge: +1.

---

Version x
Computed, not measured: a cluster of 2 separate species, C7H15F2N2O in total, with ωB97M-V with the def2-TZVPD basis set.

Each line ends with the Mulliken charge.
Cartesian coordinates (Å):
C 3.76955 -1.10517 0.18203  -0.692
C 2.48052 -0.99812 0.90679  -0.669
C 2.56250 -0.73838 -0.62169  0.119
C -2.31127 1.30230 -0.96629  -0.842
C -1.08193 0.42340 1.17388  -1.373
C 2.34996 0.66632 -1.22283  -0.468
C -2.14890 -1.02946 -0.46077  0.627
N -3.54731 0.38386 0.72632  -0.674
N -2.18512 0.36208 0.19965  0.542
O -2.21933 -1.15813 -1.58529  -0.277
F -2.02670 -1.90235 0.49620  -0.198
F 0.98452 0.97941 -1.10158  -0.270
H 4.65798 -0.38669 0.28565  0.233
H 4.04085 -2.08379 0.03970  0.281
H 1.82982 -1.77690 1.16948  0.349
H 2.52753 -0.11193 1.63526  0.187
H 2.09098 -1.61413 -1.11162  0.331
H -3.02139 1.03534 -1.61529  0.385
H -2.58360 2.33395 -0.48062  0.349
H -1.43291 1.54410 -1.36099  0.368
H -0.20351 0.03682 0.84769  0.629
H -0.95379 1.41823 1.33117  0.531
H -1.27664 -0.05242 2.05765  0.409
H 2.33968 0.46456 -2.33479  0.243
H 2.84099 1.40536 -0.71926  0.343
H -3.81114 1.12161 1.36767  0.280
H -3.67136 -0.51987 1.16189  0.257

The value obtained for the HOMO energy is -13.22 eV. As for the charge: +1.

---

Most favorable first, least favorable last: version x, version w